Here is a cluster of 8 separate species, C35H38Br2F8IN3O24P in total in a non-equilibrium geometry from the Open Molecules 2025 dataset. Energies are from ωB97M-V/def2-TZVPD.

**2S+1**: 1
**Strongest force on any atom**: 1.40 eV Å⁻¹
**LUMO energy**: -4.3 eV
**Calculated total energy**: -269729.726 eV
**Total charge**: +1

Last column: Mulliken charge in e.
Element x y z (Å)
C  3.480  -1.312  1.429  -1.017
C  2.275  -1.144  2.305  0.620
Br  2.028  -2.400  3.665  -0.082
C  1.437  -0.122  2.145  -0.971
Br  -0.080  0.220  3.180  -0.014
C  1.737  0.884  1.094  0.554
C  1.291  0.750  -0.222  0.375
C  0.484  -0.457  -0.627  -0.242
O  0.812  -1.140  -1.550  -0.520
O  -0.580  -0.653  0.160  -0.066
C  -1.795  -0.991  -0.535  0.397
C  -2.946  -0.903  0.424  -0.942
F  -1.914  -0.083  -1.564  -0.348
C  1.633  1.690  -1.202  -0.119
C  1.272  1.586  -2.660  -0.919
C  2.565  1.569  -3.500  -0.715
C  2.489  0.669  -4.719  0.392
N  3.730  0.437  -5.356  -0.411
O  1.470  0.149  -5.076  -0.524
C  2.374  2.766  -0.789  0.247
N  2.827  2.899  0.475  -0.051
P  3.835  4.341  0.838  0.162
N  5.304  4.111  1.210  -0.426
C  2.547  1.971  1.414  0.083
I  3.299  2.155  3.330  0.287
H  3.892  -2.313  1.500  0.599
H  3.230  -1.122  0.387  0.184
H  4.223  -0.579  1.743  0.079
H  -1.707  -1.981  -0.981  0.316
H  -3.375  0.097  0.418  0.372
H  -3.689  -1.666  0.232  0.090
H  -2.551  -1.079  1.427  0.271
H  0.708  0.686  -2.868  0.480
H  0.678  2.456  -2.942  0.549
H  2.888  2.574  -3.773  0.448
H  3.367  1.152  -2.878  0.376
H  4.482  0.658  -4.713  0.238
H  3.865  0.980  -6.201  0.251
H  2.657  3.554  -1.472  0.414
H  3.711  5.042  -0.367  0.069
H  3.033  4.982  1.789  0.152
H  5.642  3.159  1.246  0.319
C  -7.356  -2.183  -1.816  0.007
C  -8.511  -1.942  -0.866  0.405
O  -7.912  -2.207  0.399  -0.346
C  -6.591  -1.938  0.289  0.796
O  -5.850  -1.797  1.211  -0.561
O  -6.229  -1.823  -1.000  -0.271
F  -9.529  -2.811  -1.063  -0.304
H  -7.276  -3.236  -2.089  -0.104
H  -7.390  -1.564  -2.708  0.299
H  -8.909  -0.925  -0.859  0.181
C  6.177  -2.140  -5.217  -0.151
C  7.151  -1.130  -5.791  0.252
O  7.751  -0.597  -4.626  -0.287
C  7.694  -1.549  -3.648  0.662
O  8.301  -1.506  -2.634  -0.525
O  6.841  -2.532  -4.010  -0.325
F  6.525  -0.124  -6.452  -0.264
H  5.225  -1.667  -4.975  0.071
H  6.004  -2.998  -5.859  0.291
H  7.920  -1.557  -6.436  0.289
C  -8.295  0.957  3.107  -0.209
C  -7.484  2.238  3.142  0.327
O  -7.023  2.349  1.807  -0.320
C  -7.927  1.718  1.009  0.636
O  -7.969  1.818  -0.174  -0.536
O  -8.757  0.958  1.745  -0.306
F  -6.416  2.158  3.973  -0.287
H  -7.667  0.084  3.276  0.200
H  -9.130  0.948  3.795  0.245
H  -8.054  3.134  3.396  0.277
C  8.559  -0.143  1.117  -0.470
C  8.402  1.330  1.452  0.262
O  7.293  1.697  0.633  -0.234
C  6.541  0.589  0.437  0.597
O  5.426  0.605  0.010  -0.439
O  7.206  -0.513  0.797  -0.292
F  9.473  2.064  1.102  -0.283
H  9.188  -0.280  0.237  0.290
H  8.934  -0.745  1.938  0.306
H  8.155  1.539  2.495  0.287
C  7.366  6.223  -0.625  -0.154
C  8.837  5.957  -0.870  0.366
O  9.217  7.073  -1.647  -0.335
C  8.390  8.112  -1.331  0.610
O  8.579  9.242  -1.613  -0.475
O  7.317  7.649  -0.636  -0.346
F  9.043  4.822  -1.580  -0.282
H  6.758  5.833  -1.445  0.159
H  7.003  5.826  0.319  0.155
H  9.449  5.922  0.033  0.281
C  -7.681  -7.774  -1.836  -0.403
C  -6.218  -8.172  -1.831  0.255
O  -5.606  -7.061  -2.468  -0.332
C  -6.384  -5.974  -2.244  0.664
O  -6.048  -4.849  -2.427  -0.541
O  -7.594  -6.345  -1.778  -0.274
F  -5.981  -9.287  -2.554  -0.281
H  -8.162  -8.072  -2.768  0.286
H  -8.245  -8.156  -0.991  0.258
H  -5.782  -8.296  -0.839  0.284
C  -8.134  -1.961  8.229  -0.459
C  -7.248  -0.752  7.998  0.308
O  -7.405  -0.532  6.607  -0.257
C  -8.626  -1.012  6.243  0.641
O  -9.161  -0.769  5.214  -0.473
O  -9.134  -1.790  7.220  -0.340
F  -5.948  -1.002  8.269  -0.271
H  -7.584  -2.885  8.045  0.286
H  -8.588  -1.993  9.215  0.269
H  -7.553  0.146  8.537  0.279



Here is a structure of composition C35H38BrClI2N6O3PtSTe from the Open Molecules 2025 dataset. Energies are from ωB97M-V/def2-TZVPD.

**2S+1**: 2
**Strongest force on any atom**: 0.71 eV Å⁻¹
**LUMO energy (alpha / beta)**: -3.7 / -4.2 eV
**Calculated total energy**: -172132.182 eV
**Total charge**: +1

Last column: Mulliken charge in e.
Element x y z (Å)
Pt  1.252  0.114  -1.689  0.420
N  -0.475  -7.132  -4.612  -0.473
C  -0.707  -5.884  -4.113  1.225
C  -0.205  -5.516  -2.855  -1.016
C  -0.456  -4.263  -2.342  -0.519
C  -1.224  -3.361  -3.071  -0.489
C  -1.720  -3.703  -4.324  -0.353
C  -1.464  -4.954  -4.840  -0.848
S  -1.507  -1.759  -2.441  1.259
O  -2.587  -1.143  -3.139  -0.776
O  -1.506  -1.831  -1.000  -0.631
N  -0.101  -0.951  -2.774  0.042
C  0.271  -0.433  -3.971  0.532
N  -0.235  -0.645  -5.171  -0.325
C  0.384  -0.012  -6.162  -0.285
C  1.497  0.810  -5.994  -0.869
C  1.979  0.960  -4.711  -0.161
N  1.366  0.332  -3.717  -0.062
H  0.143  -7.765  -4.140  0.187
H  -0.766  -7.373  -5.540  0.188
H  0.382  -6.225  -2.285  0.514
H  -0.057  -3.981  -1.375  0.410
H  -2.308  -2.984  -4.879  0.497
H  -1.854  -5.228  -5.813  0.316
H  -0.027  -0.173  -7.152  0.464
H  1.967  1.302  -6.831  0.417
H  2.842  1.566  -4.467  0.536
Cl  6.196  -0.040  0.838  -0.208
C  5.056  0.933  -0.001  -0.018
C  5.330  2.256  -0.309  -0.373
C  4.363  2.990  -0.974  -0.957
C  3.169  2.387  -1.324  0.002
N  2.925  1.106  -1.024  0.489
C  3.842  0.382  -0.367  -0.412
H  6.277  2.696  -0.025  0.476
H  4.529  4.027  -1.230  0.497
H  2.378  2.916  -1.838  0.447
H  3.594  -0.652  -0.159  0.613
I  3.712  -2.070  -3.124  0.163
I  3.568  -4.653  -2.438  -0.086
Br  -0.284  2.294  -1.976  -0.364
C  0.278  -2.428  1.601  -1.420
C  1.007  -1.672  0.520  1.006
O  1.873  -2.220  -0.153  -0.519
N  0.702  -0.364  0.235  -0.317
Te  -0.983  0.586  0.758  0.945
C  -1.703  -0.127  2.592  0.753
C  -1.139  0.074  3.855  1.124
C  0.208  0.694  4.070  -1.944
C  -1.886  -0.280  4.973  -0.824
C  -3.156  -0.821  4.870  0.564
C  -3.950  -1.187  6.092  -1.621
C  -3.681  -1.030  3.603  -0.948
C  -2.988  -0.712  2.441  0.758
C  -3.674  -1.024  1.135  -1.585
C  -0.345  2.504  1.462  1.189
C  0.932  2.920  1.843  1.263
C  2.158  2.062  2.002  -2.292
C  1.112  4.264  2.175  -0.846
C  0.080  5.183  2.173  0.522
C  0.312  6.629  2.509  -1.646
C  -1.187  4.729  1.829  -0.708
C  -1.421  3.416  1.458  0.135
C  -2.835  3.044  1.080  -1.977
H  0.708  -3.422  1.678  0.478
H  -0.781  -2.527  1.354  0.186
H  0.359  -1.934  2.562  0.412
H  0.861  0.551  3.216  -0.039
H  0.691  0.257  4.944  0.577
H  0.112  1.768  4.241  0.463
H  -1.456  -0.120  5.956  0.389
H  -3.387  -0.999  7.004  0.380
H  -4.227  -2.241  6.070  0.367
H  -4.874  -0.608  6.137  0.336
H  -4.665  -1.476  3.509  0.474
H  -4.546  -1.644  1.335  0.454
H  -3.041  -1.563  0.434  0.149
H  -4.024  -0.123  0.626  0.338
H  2.074  1.087  1.537  -0.171
H  2.380  1.923  3.061  0.632
H  3.016  2.576  1.573  0.541
H  2.107  4.589  2.465  0.365
H  1.321  6.793  2.883  0.360
H  -0.394  6.975  3.264  0.378
H  0.173  7.252  1.624  0.336
H  -2.019  5.425  1.825  0.491
H  -3.380  3.930  0.758  0.560
H  -3.371  2.611  1.929  0.340
H  -2.884  2.340  0.248  0.123